# 1
Here is 5 unconnected molecules or ions with the total composition CH13NO4 from OMol25. Energies are from ωB97M-V/def2-TZVPD.

## Properties
E_HOMO: -10.05 eV
Gap between HOMO and LUMO: 10.727 eV
Relative energy (zero: lowest compared OMol25 entry of this formula, charge and spin): 6.7 kcal/mol
Lowest unoccupied orbital energy: 0.7 eV

Geometry as ORCA input:
```
! wB97M-V def2-TZVPD RIJCOSX def2/J DEFGRID3
* xyz 0 1
C -1.23581 0.69211 2.21832
N -0.97384 -0.45944 1.34354
H -1.62944 1.53684 1.66418
H -0.31821 1.02877 2.70826
H -1.88910 0.42633 3.04610
H 0.03128 -0.53195 1.16921
H -1.19890 -1.30067 1.84921
O -1.59528 -1.21250 -1.49139
H -1.40594 -1.03456 -0.54147
H -0.89952 -1.77529 -1.83877
O -0.44225 1.21915 -2.00043
H -0.82909 1.51433 -1.17017
H -1.05327 0.52814 -2.30082
O 2.27617 -1.28393 0.47258
H 3.19324 -1.00297 0.61977
H 2.08343 -0.89839 -0.40909
O 2.13809 0.80015 -1.42328
H 1.16947 0.91371 -1.62315
H 2.57898 0.84018 -2.29259
*
```

Here are the natural (NBO) charges for atoms 1 to 5, given in e: -0.41 -0.88 0.18 0.19 0.20

=====

# 2
Here is 6 unconnected molecules or ions with the total composition CH13NO6 in a non-equilibrium geometry from OMol25. Energies are from ωB97M-V/def2-TZVPD.

## Properties
E_HOMO: -10.32 eV
Gap between HOMO and LUMO: 10.815 eV
Relative energy (zero: lowest compared OMol25 entry of this formula, charge and spin): 19.3 kcal/mol
Lowest unoccupied orbital energy: 0.5 eV

Geometry as ORCA input:
```
! wB97M-V def2-TZVPD RIJCOSX def2/J DEFGRID3
* xyz 0 1
N -0.06296 -1.38061 -1.50936
C 0.48308 -1.27833 -0.21973
O 1.58021 -0.83548 0.11479
H -1.07877 -1.42893 -1.60149
H 0.54664 -0.82855 -2.17434
H -0.13233 -1.83818 0.49023
O 0.87159 -0.17823 2.66220
H 1.28575 -0.68688 1.88274
H 1.49030 0.54531 2.74105
O -2.82887 -1.28140 -0.46982
H -2.59555 -0.64768 0.24301
H -3.73407 -1.30483 -0.50694
O 1.81122 1.22818 -1.49730
H 1.98536 0.64641 -0.74308
H 2.57428 0.93485 -2.08680
O -0.32520 2.52097 -0.30123
H 0.48199 2.57172 -0.90861
H -0.34785 3.25650 0.30893
O -1.28298 0.35506 1.00808
H -0.48857 0.39990 1.66373
H -1.05259 1.24181 0.44158
*
```

Here are the natural (NBO) charges for atoms 1 to 5, given in e: -0.83 0.58 -0.71 0.45 0.40

=====

# 3
Here is 6 unconnected molecules or ions with the total composition CH13O5S in a non-equilibrium geometry from OMol25. Energies are from ωB97M-V/def2-TZVPD.

## Properties
E_HOMO: -3.73 eV
Gap between HOMO and LUMO: 7.229 eV
Relative energy (zero: lowest compared OMol25 entry of this formula, charge and spin): 13.2 kcal/mol
Lowest unoccupied orbital energy: 3.5 eV

Geometry as ORCA input:
```
! wB97M-V def2-TZVPD RIJCOSX def2/J DEFGRID3
* xyz -1 1
C -0.76823 -3.16113 -0.61784
S 0.78511 -2.24340 -0.28190
H -1.19153 -3.48150 0.34145
H -1.47886 -2.56667 -1.19068
H -0.51775 -4.10545 -1.12418
H 2.74659 -0.66388 -0.26076
H 2.95741 0.66990 -0.87731
O 3.39752 0.05212 -0.28369
H -0.63881 0.50031 -0.02426
H -0.05422 -0.06871 -1.30027
O -0.59162 0.66360 -0.97353
H -0.07500 -0.81276 0.99035
H 0.40561 0.48035 1.74557
O -0.27781 -0.21025 1.77607
H -1.85744 1.30563 1.58256
H -2.43992 1.88105 0.27412
O -2.16744 2.12628 1.16749
H 0.20121 2.67955 -0.78063
H 0.65422 3.66594 0.34083
O 0.91096 3.28904 -0.50339
*
```

Here are the natural (NBO) charges for atoms 1 to 5, given in e: -0.72 -0.70 0.19 0.19 0.19

=====

# 4
Here is 6 unconnected molecules or ions with the total composition CH14O5 from OMol25. Energies are from ωB97M-V/def2-TZVPD.

## Properties
E_HOMO: -11.16 eV
Gap between HOMO and LUMO: 11.675 eV
Relative energy (zero: lowest compared OMol25 entry of this formula, charge and spin): 5.8 kcal/mol
Lowest unoccupied orbital energy: 0.5 eV

Geometry as ORCA input:
```
! wB97M-V def2-TZVPD RIJCOSX def2/J DEFGRID3
* xyz 0 1
C 1.06773 2.38019 -0.05025
H 1.96785 2.56409 0.53189
H 0.81930 1.36091 0.22499
H 1.18597 2.44143 -1.12144
H 0.31797 3.09033 0.27530
O 0.56481 -2.68951 -0.80705
H -0.02275 -2.19668 -0.21525
H 0.02981 -3.32905 -1.28564
O -0.77611 0.50037 2.10482
H -1.38500 0.68554 2.82472
H -1.03403 1.07859 1.36520
O 0.19196 -0.30234 -2.22975
H 0.66353 -1.09699 -1.91527
H 0.30340 -0.18142 -3.17539
O -1.88345 0.82512 -0.62854
H -1.15810 0.53516 -1.21907
H -2.17076 0.00992 -0.20292
O 0.15377 -2.15119 1.81675
H 0.07744 -1.21291 2.06100
H 1.08665 -2.31159 1.64590
*
```

Here are the natural (NBO) charges for atoms 1 to 5, given in e: -0.85 0.21 0.21 0.22 0.21

=====

# 5
Here is 6 unconnected molecules or ions with the total composition CH15NO5 in a non-equilibrium geometry from OMol25. Energies are from ωB97M-V/def2-TZVPD.

## Properties
E_HOMO (spin up / spin down): -13.28 / -13.28 eV
Gap between HOMO and LUMO (spin up / spin down): 9.407 / 2.763 eV
Relative energy (zero: lowest compared OMol25 entry of this formula, charge and spin): 43.2 kcal/mol
Lowest unoccupied orbital energy (spin up / spin down): -3.9 / -10.5 eV

Geometry as ORCA input:
```
! wB97M-V def2-TZVPD RIJCOSX def2/J DEFGRID3
* xyz 1 2
C 1.08447 0.95810 1.53428
N 0.78825 2.32391 1.02715
H 1.31650 0.27895 0.71957
H 1.95778 0.80757 2.16613
H 0.17963 0.56398 2.03686
H 0.51077 2.88631 1.84328
H -0.16161 2.22867 0.63992
H -5.65476 -0.88076 -2.78344
H -6.12753 0.50058 -2.13719
O -5.45632 0.04326 -2.60140
H -5.17013 -4.19900 0.76699
H -5.56474 -4.73245 -0.61591
O -5.94406 -4.32191 0.17662
H 2.88165 0.54938 -1.13774
H 3.35148 -0.01681 -2.41681
O 3.33783 -0.22417 -1.46876
H 3.31034 3.02083 -0.58110
H 2.28482 2.11141 0.16391
O 3.16570 2.10349 -0.27131
H 3.56638 -0.88619 0.39553
H 3.07444 -2.02773 1.24095
O 3.26911 -1.08742 1.30247
*
```

Here are the natural (NBO) charges for atoms 1 to 5, given in e: -0.50 -0.41 0.28 0.29 0.31

=====

# 6
Here is 6 unconnected molecules or ions with the total composition CH15NO6 in a non-equilibrium geometry from OMol25. Energies are from ωB97M-V/def2-TZVPD.

## Properties
E_HOMO: -9.34 eV
Gap between HOMO and LUMO: 9.573 eV
Relative energy (zero: lowest compared OMol25 entry of this formula, charge and spin): 78.4 kcal/mol
Lowest unoccupied orbital energy: 0.2 eV

Geometry as ORCA input:
```
! wB97M-V def2-TZVPD RIJCOSX def2/J DEFGRID3
* xyz 0 1
N 1.39036 -1.45121 -1.33012
C 1.99522 -0.99550 -0.07974
O 1.36958 0.13438 0.25056
H 0.46672 -1.88234 -0.99861
H 1.24170 -0.69327 -2.07851
H 1.96182 -1.73762 0.69067
H 3.10282 -0.53840 -0.38591
H 0.87527 0.01290 1.15658
O 2.03841 1.01964 3.83273
H 1.53585 1.88168 3.85687
H 1.23017 0.46475 3.83313
O -3.25871 -3.35085 0.86998
H -2.99107 -4.14085 0.21327
H -3.14538 -2.54936 0.26273
O -0.21621 1.11240 -3.92570
H 0.51026 0.53821 -3.89121
H -0.17479 1.29758 -4.81450
O -0.97486 1.91928 1.95186
H -0.98420 1.55263 1.02286
H -1.53079 1.52784 2.49736
O -1.57476 1.65411 -0.68833
H -1.11353 1.62343 -1.54131
H -1.75387 2.60055 -0.70466
*
```

Here are the natural (NBO) charges for atoms 1 to 5, given in e: -0.87 0.10 -0.73 0.35 0.36

=====

# 7
Here is 8 unconnected molecules or ions with the total composition CH15O9 in a non-equilibrium geometry from OMol25. Energies are from ωB97M-V/def2-TZVPD.

## Properties
E_HOMO: -6.73 eV
Gap between HOMO and LUMO: 9.829 eV
Relative energy (zero: lowest compared OMol25 entry of this formula, charge and spin): 13.6 kcal/mol
Lowest unoccupied orbital energy: 3.1 eV

Geometry as ORCA input:
```
! wB97M-V def2-TZVPD RIJCOSX def2/J DEFGRID3
* xyz -1 1
O -0.90085 -0.51083 -0.90009
C -1.87654 -0.47753 -0.07858
O -1.83102 0.24912 0.93491
H -2.71691 -1.10682 -0.34091
H 2.59002 -1.21542 -0.97305
H 1.84041 -0.22622 -1.74740
O 2.75684 -0.48539 -1.64716
H 0.53914 -0.55114 -0.25740
H 0.91339 -0.89069 1.19646
O 1.32583 -0.87463 0.30690
H 0.60459 -0.13665 3.23516
H -0.82283 -0.58827 2.57364
O 0.11508 -0.76668 2.72228
H -0.79789 1.77065 -1.88558
H -0.28423 0.42455 -2.36481
O -0.45125 1.34180 -2.67833
H -0.45578 -2.52177 0.07481
H -0.45001 -2.92026 1.67712
O -0.71038 -3.12311 0.76917
H 2.46895 1.89591 -0.62355
H 1.35446 1.10888 0.07955
O 1.88496 1.91702 0.14133
H -0.26180 2.60317 0.29103
H -1.58892 1.77605 0.47459
O -1.22068 2.66875 0.22019
*
```

Here are the natural (NBO) charges for atoms 1 to 5, given in e: -0.83 0.66 -0.79 0.09 0.50

=====

# 8
Here is a molecular structure, CH16MnO11 in a non-equilibrium geometry from OMol25. Energies are from ωB97M-V/def2-TZVPD.

## Properties
E_HOMO (spin up / spin down): -9.93 / -9.93 eV
Gap between HOMO and LUMO (spin up / spin down): 5.321 / 5.311 eV
Relative energy (zero: lowest compared OMol25 entry of this formula, charge and spin): 32.5 kcal/mol
Lowest unoccupied orbital energy (spin up / spin down): -4.6 / -4.6 eV

Geometry as ORCA input:
```
! wB97M-V def2-TZVPD RIJCOSX def2/J DEFGRID3
* xyz 0 6
Mn 2.29039 0.26825 2.38100
C 0.30916 0.03282 0.75456
O 1.49696 0.59018 0.48822
O 0.27982 -0.46100 1.94436
O -0.55110 -0.12771 -0.13276
O 0.29775 -1.76023 -2.25343
H -0.05805 -2.64265 -2.09620
H -0.05348 -1.21502 -1.52011
O -2.98718 -1.30268 0.84406
H -2.19515 -0.83591 0.51195
H -2.68149 -2.19707 1.03586
O -2.33962 2.02655 -0.52025
H -1.80723 1.20063 -0.46970
H -2.23768 2.44408 0.34245
O -2.04934 -0.49643 3.54446
H -1.45351 -0.60253 2.78609
H -2.92838 -0.45905 3.14794
O 3.48146 -0.19879 -1.80715
H 2.95292 -0.06977 -1.00561
H 4.40049 -0.12521 -1.52086
O 1.05671 1.74852 -3.26532
H 0.99876 2.16348 -2.38533
H 0.29386 2.09017 -3.74208
O 0.93667 3.22966 -0.82942
H 0.00960 3.26204 -0.56105
H 1.28866 2.40576 -0.43271
O 0.26692 -3.30221 1.77280
H 0.90214 -3.30492 1.04687
H 0.07993 -2.36093 1.94136
*
```

Here are the natural (NBO) charges for atoms 1 to 5, given in e: 1.67 0.97 -0.94 -0.90 -0.74

=====

# 9
Here is 7 unconnected molecules or ions with the total composition CH16N2O7 in a non-equilibrium geometry from OMol25. Energies are from ωB97M-V/def2-TZVPD.

## Properties
E_HOMO: -10.56 eV
Gap between HOMO and LUMO: 10.366 eV
Relative energy (zero: lowest compared OMol25 entry of this formula, charge and spin): 7.4 kcal/mol
Lowest unoccupied orbital energy: -0.2 eV

Geometry as ORCA input:
```
! wB97M-V def2-TZVPD RIJCOSX def2/J DEFGRID3
* xyz 0 1
N 14.87265 23.11753 0.88449
C 16.11186 22.77608 0.42198
N 16.14254 22.44380 -0.89593
O 17.13970 22.94641 1.06309
H 14.86372 23.42098 1.84481
H 14.11310 22.50866 0.62318
H 17.03100 22.38216 -1.35988
H 15.34048 22.59124 -1.48298
O 19.03707 19.93695 0.42893
H 18.84627 20.84126 0.69903
H 18.18567 19.58058 0.12568
O 17.67403 16.34270 1.87706
H 17.73838 15.48233 1.45365
H 18.02368 16.95950 1.22588
O 20.55476 18.62676 -1.45763
H 21.03624 18.97659 -2.21181
H 19.94358 19.33125 -1.18919
O 18.81071 22.95444 3.36371
H 18.34783 22.79794 2.52881
H 19.22058 22.11462 3.58735
O 16.48373 19.26467 -0.45576
H 15.62047 18.87914 -0.28043
H 16.50816 19.39741 -1.40854
O 19.49956 24.40333 0.31808
H 18.82984 23.77034 0.61329
H 19.30084 25.20463 0.80902
*
```

Here are the natural (NBO) charges for atoms 1 to 5, given in e: -0.83 0.80 -0.83 -0.72 0.41

=====

# 10
Here is a molecular structure, CH16NaO11 in a non-equilibrium geometry from OMol25. Energies are from ωB97M-V/def2-TZVPD.

## Properties
E_HOMO: -3.49 eV
Gap between HOMO and LUMO: 5.151 eV
Relative energy (zero: lowest compared OMol25 entry of this formula, charge and spin): 25.4 kcal/mol
Lowest unoccupied orbital energy: 1.7 eV

Geometry as ORCA input:
```
! wB97M-V def2-TZVPD RIJCOSX def2/J DEFGRID3
* xyz -1 1
Na -0.19427 0.79032 -0.05027
C 0.59866 -2.00443 0.17606
O -0.78051 -2.04390 0.01742
O 1.18516 -3.12847 0.27986
O 1.20432 -0.86904 0.20676
O 1.58631 -0.40908 2.69513
H 1.44802 -0.47208 1.78053
H 2.41430 -0.87599 2.85254
O 1.98527 1.96457 0.55160
H 2.35875 1.66324 -0.27451
H 2.24598 2.83659 0.68267
O -2.80672 0.30285 -0.04960
H -3.00533 -0.65082 0.01728
H -2.87686 0.56213 -1.02580
O -1.33930 -1.28608 -2.24740
H -1.11573 -1.61082 -1.37233
H -0.51693 -1.20946 -2.68402
O 1.74004 -1.04501 -2.32453
H 1.42350 -0.91684 -1.43137
H 2.38371 -0.33097 -2.38426
O -0.79291 1.94711 1.72294
H -0.18692 2.38273 2.39257
H -1.66595 1.86602 2.11836
O -1.38106 -0.82415 2.35313
H -1.40136 -1.08097 1.43764
H -0.59817 -0.29289 2.34948
O -0.70711 1.66417 -2.22645
H 0.08077 1.84495 -2.68870
H -1.28565 1.22629 -2.87474
*
```

Here are the natural (NBO) charges for atoms 1 to 5, given in e: 0.90 0.95 -0.96 -0.77 -0.97

=====

Look up the relative energy (zero: lowest compared OMol25 entry of this formula, charge and spin) of the tenth one.
25.4 kcal/mol